# 1
# C3H6N2O2

A 2-piece molecular cluster, C3H6N2O2 overall (ωB97M-V/def2-TZVPD, the Open Molecules 2025 dataset).

```
13
C3H6N2O2 (ωB97M-V/def2-TZVPD)
C -0.30 -0.20 -1.11
C -1.33 -0.81 -0.50
C -0.02 0.99 -0.38
N -1.83 0.02 0.50
N -0.98 1.09 0.67
O 0.98 1.72 -0.35
O 2.70 -0.81 0.24
H 0.39 -0.60 -1.80
H -1.86 -1.67 -0.78
H -2.86 0.12 0.66
H -0.81 1.66 1.46
H 2.68 -0.02 0.77
H 2.36 -0.54 -0.73
```

Values from the calculation:
- Multiplicity: 1
- SMILES string: O=c1cc[nH][nH]1.O
- HOMO level: -8.65 eV
- LUMO energy: 0.7 eV
- Relative energy (zero: lowest compared OMol25 entry of this formula, charge and spin): 279.5 kJ/mol
- Frontier orbital gap: 9.3 eV
- Charge: 0
- Total energy: -377.85287 a.u.



# 2
# C3H10NS

A 2-piece molecular cluster, C3H10NS overall (ωB97M-V/def2-TZVPD, the Open Molecules 2025 dataset).

```
15
C3H10NS (ωB97M-V/def2-TZVPD)
C 1.71 -0.62 -0.43
C -1.54 -1.13 -0.05
C 0.55 0.08 0.33
N 0.14 1.42 -0.18
S -2.64 0.21 -0.13
H 1.14 -0.67 -1.37
H 1.81 -1.58 0.05
H 2.53 0.00 -0.39
H -1.06 -1.54 -0.96
H -1.62 -1.46 0.98
H 0.76 0.24 1.43
H -0.88 1.40 -0.63
H 0.77 1.61 -0.94
H 0.15 1.94 0.69
H -2.64 0.49 1.24
```

Values from the calculation:
- Multiplicity: 1
- HOMO level (spin up / spin down): -12.79 / -12.80 eV
- LUMO energy (spin up / spin down): -4.2 / -4.2 eV
- Relative energy (zero: lowest compared OMol25 entry of this formula, charge and spin): 394.7 kJ/mol
- Frontier orbital gap (spin up / spin down): 8.6 / 8.6 eV
- Charge: +1
- Total energy: -572.84884 a.u.



# 3
# C21H31AsCl5N2PdSi3

C21H31AsCl5N2PdSi3 as an isolated structure (ωB97M-V/def2-TZVPD, the Open Molecules 2025 dataset).

```
64
C21H31AsCl5N2PdSi3 (ωB97M-V/def2-TZVPD)
Pd -1.23 -0.39 -0.69
Cl -3.03 1.30 -3.05
C -3.94 0.14 -2.09
C -3.26 -0.61 -1.12
C -4.08 -1.52 -0.45
Cl -3.36 -2.56 0.76
C -5.44 -1.67 -0.67
Cl -6.39 -2.81 0.22
C -6.06 -0.88 -1.63
Cl -7.76 -1.02 -1.93
C -5.30 0.03 -2.35
Cl -6.07 1.01 -3.56
N -4.22 0.73 6.48
C -3.54 0.27 5.67
C -2.68 -0.30 4.68
C -2.36 -1.66 4.70
C -1.53 -2.15 3.72
C -1.06 -1.29 2.75
N -1.34 0.01 2.72
C -2.15 0.49 3.66
H -2.77 -2.29 5.48
H -1.27 -3.20 3.69
H -0.44 -1.64 1.92
H -2.39 1.55 3.61
C 0.35 2.91 -2.36
Si 1.34 1.34 -2.61
C 0.64 0.29 -4.00
C 3.10 1.83 -3.07
As 1.10 0.11 -0.62
Si 2.51 -1.74 -0.78
C 1.77 -2.82 -2.13
C 2.50 -2.69 0.84
C 4.30 -1.35 -1.23
Si 1.78 1.59 1.06
C 3.28 2.64 0.60
C 0.31 2.71 1.38
C 2.24 0.67 2.64
H 0.10 3.36 -3.32
H 0.91 3.64 -1.78
H -0.59 2.68 -1.84
H 0.41 0.92 -4.87
H -0.28 -0.19 -3.67
H 1.36 -0.47 -4.31
H 3.07 2.46 -3.96
H 3.72 0.96 -3.30
H 3.59 2.39 -2.27
H 0.69 -2.67 -2.18
H 1.97 -3.88 -1.92
H 2.21 -2.59 -3.11
H 1.51 -3.13 1.01
H 2.75 -2.07 1.70
H 3.23 -3.51 0.78
H 4.36 -0.94 -2.23
H 4.90 -2.27 -1.21
H 4.76 -0.64 -0.54
H 3.03 3.34 -0.20
H 4.12 2.03 0.28
H 3.60 3.24 1.47
H 0.32 3.57 0.71
H 0.33 3.08 2.41
H -0.61 2.15 1.23
H 3.19 0.13 2.54
H 1.46 -0.03 2.93
H 2.35 1.40 3.44
```

Values from the calculation:
- Multiplicity: 1
- HOMO level: -3.37 eV
- LUMO energy: 2.4 eV
- Frontier orbital gap: 5.8 eV
- Charge: -1
- Total energy: -6461.58334 a.u.



# 4
# C22H33N2OW

C22H33N2OW as an isolated structure (ωB97M-V/def2-TZVPD, the Open Molecules 2025 dataset).

```
59
C22H33N2OW (ωB97M-V/def2-TZVPD)
C -0.68 1.68 -1.01
C -1.88 0.90 -0.90
C -1.72 -0.30 -1.67
C -0.44 -0.22 -2.34
C 0.17 1.03 -1.97
W -0.19 -0.19 -0.12
C 2.42 -2.51 0.82
C 2.27 -1.11 0.72
H 2.34 -0.43 1.58
C 2.12 -0.41 -0.53
H 2.36 -1.00 -1.43
H 2.56 0.61 -0.58
C 2.20 -3.01 2.23
H 1.94 -2.20 2.93
H 1.38 -3.75 2.26
H 3.06 -3.52 2.69
C 1.69 -3.28 -0.27
H 0.94 -2.67 -0.82
H 2.36 -3.68 -1.05
H 1.15 -4.12 0.19
C -3.14 1.38 -0.28
H -2.94 1.93 0.65
H -3.66 2.05 -0.98
H -3.80 0.54 -0.03
C -2.79 -1.31 -1.95
H -3.35 -1.53 -1.04
H -3.49 -0.92 -2.70
H -2.37 -2.24 -2.33
C 0.02 -1.14 -3.42
H -0.48 -2.11 -3.35
H -0.18 -0.75 -4.42
H 1.10 -1.32 -3.36
C 1.36 1.65 -2.62
H 2.04 0.90 -3.05
H 1.06 2.32 -3.45
H 1.92 2.27 -1.91
C -0.44 2.99 -0.33
H 0.61 3.29 -0.41
H -1.06 3.77 -0.79
H -0.69 2.92 0.73
C -1.32 0.05 1.63
C -0.92 -1.50 1.79
C -2.52 0.06 2.31
C -1.83 -2.30 1.09
H -0.13 -2.16 2.23
C -3.48 -0.91 2.12
H -2.71 0.83 3.03
C -3.12 -2.04 1.44
H -1.34 -3.23 0.81
H -4.49 -0.75 2.41
H -3.81 -2.74 1.09
N 3.46 3.27 0.87
C 2.61 3.01 1.94
N 1.86 4.12 2.32
O 2.46 1.91 2.43
H 3.76 4.23 0.73
H 4.16 2.56 0.73
H 1.38 4.01 3.20
H 2.23 5.05 2.11
```

Values from the calculation:
- Multiplicity: 3
- HOMO level (spin up / spin down): -10.07 / -10.62 eV
- LUMO energy (spin up / spin down): -4.5 / -4.6 eV
- <S²>: 2.3150
- Relative energy (zero: lowest compared OMol25 entry of this formula, charge and spin): 554.3 kJ/mol
- Frontier orbital gap (spin up / spin down): 5.6 / 6.0 eV
- Charge: +1
- Total energy: -1109.47859 a.u.



# 5
# C2H8N6

A 2-piece molecular cluster, C2H8N6 overall (ωB97M-V/def2-TZVPD, the Open Molecules 2025 dataset).

```
16
C2H8N6 (ωB97M-V/def2-TZVPD)
C 1.75 0.36 0.50
C -1.29 0.71 -0.48
N 2.17 1.40 0.89
N -2.14 0.15 0.10
N 1.08 -0.42 -0.16
N -0.81 1.80 -1.03
N -2.56 -0.80 0.86
N 1.54 -1.69 -0.63
H 2.08 1.98 1.73
H -1.23 2.70 -0.69
H 0.18 1.74 -1.20
H -2.34 -0.53 1.79
H -3.39 -1.21 0.50
H 2.36 -1.67 -1.13
H 0.90 -2.24 -1.14
H 1.69 -2.28 0.11
```

Values from the calculation:
- Multiplicity: 1
- HOMO level: -18.39 eV
- LUMO energy: -8.1 eV
- Relative energy (zero: lowest compared OMol25 entry of this formula, charge and spin): 289.0 kJ/mol
- Frontier orbital gap: 10.3 eV
- Charge: +2
- Total energy: -408.73884 a.u.



# 6
# C17H56O17

A 11-piece molecular cluster, C17H56O17 overall (ωB97M-V/def2-TZVPD, the Open Molecules 2025 dataset).

```
90
C17H56O17 (ωB97M-V/def2-TZVPD)
C -20.47 9.05 -1.26
C -20.46 10.59 -1.07
O -21.60 11.17 -1.67
O -21.25 8.59 -2.40
H -21.17 8.76 -0.48
H -19.52 8.54 -1.13
H -19.69 10.99 -1.73
H -20.27 10.94 -0.05
H -22.22 11.07 -0.95
H -21.88 9.32 -2.46
C -23.86 4.80 -4.53
C -23.29 6.09 -3.97
O -21.98 6.36 -4.39
O -23.46 3.71 -3.72
H -23.53 4.72 -5.57
H -24.94 4.79 -4.71
H -23.46 6.04 -2.90
H -23.85 6.94 -4.37
H -21.67 7.14 -3.91
H -22.63 3.35 -4.03
C -20.76 14.91 0.83
C -21.30 16.34 1.07
O -22.14 16.61 0.05
O -21.87 14.03 0.82
H -19.98 14.69 1.55
H -20.26 14.78 -0.12
H -20.40 16.95 0.96
H -21.75 16.56 2.04
H -22.61 15.78 -0.06
H -21.62 13.11 0.71
C -16.54 12.18 -0.29
C -17.21 13.46 -0.70
O -18.47 13.27 -1.25
O -16.23 11.42 -1.42
H -17.22 11.62 0.35
H -15.68 12.33 0.37
H -16.60 13.90 -1.48
H -17.26 14.16 0.13
H -18.29 12.91 -2.12
H -16.90 10.74 -1.54
C -24.56 12.03 0.58
C -24.20 12.49 2.01
O -25.37 12.47 2.79
O -23.86 10.86 0.16
H -24.22 12.83 -0.07
H -25.61 11.76 0.45
H -23.84 13.51 1.88
H -23.38 11.98 2.51
H -25.87 11.68 2.58
H -24.22 10.57 -0.68
C -22.29 9.73 -5.53
C -23.67 10.37 -5.73
O -23.43 11.77 -5.83
O -21.56 9.90 -6.73
H -22.46 8.68 -5.26
H -21.75 10.05 -4.64
H -24.40 10.15 -4.95
H -24.08 10.08 -6.70
H -24.23 12.20 -6.13
H -21.66 10.75 -7.17
C -18.69 8.81 -4.45
O -18.54 9.95 -5.25
H -19.67 8.34 -4.52
H -17.90 8.08 -4.63
H -18.61 9.11 -3.41
H -18.97 9.87 -6.11
C -24.19 7.18 0.72
O -25.24 6.94 -0.26
H -24.02 8.25 0.87
H -24.46 6.73 1.68
H -23.22 6.82 0.39
H -25.47 6.01 -0.26
C -21.72 14.39 -2.77
O -22.89 13.82 -3.23
H -21.62 14.08 -1.72
H -20.85 14.10 -3.36
H -21.87 15.44 -3.00
H -22.76 12.88 -3.33
C -20.49 10.88 3.00
O -19.76 11.74 2.26
H -20.93 10.22 2.26
H -19.88 10.44 3.79
H -21.32 11.41 3.47
H -19.29 12.27 2.91
C -17.75 13.04 -4.63
O -18.58 12.19 -3.94
H -17.76 14.10 -4.37
H -16.68 12.95 -4.43
H -17.88 12.75 -5.67
H -18.31 11.38 -4.38
```

Values from the calculation:
- Multiplicity: 2
- HOMO level (spin up / spin down): 0.52 / -7.07 eV
- LUMO energy (spin up / spin down): 2.3 / 2.2 eV
- <S²>: 0.7507
- Frontier orbital gap (spin up / spin down): 1.8 / 9.3 eV
- Charge: -1
- Total energy: -1960.09077 a.u.



# 7
# C52H57Cl2Ge2IN2OS4Sc

C52H57Cl2Ge2IN2OS4Sc as an isolated structure (ωB97M-V/def2-TZVPD, the Open Molecules 2025 dataset).

```
122
C52H57Cl2Ge2IN2OS4Sc (ωB97M-V/def2-TZVPD)
Sc 1.41 -1.28 -2.03
Cl 4.05 -4.99 -1.19
C 5.14 -3.79 -1.78
Cl 4.28 -2.23 -1.78
H 5.47 -3.87 -2.79
H 5.91 -3.55 -1.06
C 0.66 -6.68 -0.54
C -0.32 -5.56 -0.53
C -1.13 -5.15 -1.55
C -1.96 -4.05 -1.43
C -2.91 -3.68 -2.53
C -2.06 -3.44 -0.19
C -1.33 -3.92 0.95
C -1.64 -3.39 2.34
C -0.44 -4.95 0.71
C -3.09 -2.37 0.03
C -4.35 -2.86 0.33
C -5.45 -2.02 0.47
C -5.23 -0.64 0.35
C -3.95 -0.05 0.12
C -2.87 -0.93 -0.02
Ge -1.22 -0.17 -0.56
S -0.83 -0.74 -2.73
S -0.57 1.88 0.04
Ge 1.43 1.04 0.14
S 2.64 0.79 -1.60
S 0.64 -1.20 0.42
C 2.42 1.89 1.59
C 3.16 1.21 2.55
C 3.87 1.80 3.55
C 3.96 3.18 3.54
C 3.17 3.90 2.68
C 2.32 3.29 1.72
C 1.44 4.26 0.96
C 0.20 4.63 1.42
C -0.38 3.91 2.61
C -0.54 5.50 0.60
C -0.14 5.86 -0.62
C -1.02 6.59 -1.66
C 1.07 5.41 -1.08
C 1.96 4.69 -0.31
C 3.33 4.17 -0.80
C 3.13 -0.28 2.62
C 2.20 -0.94 3.48
C 1.08 -0.16 4.10
C 2.22 -2.32 3.58
C 3.13 -3.06 2.79
C 2.98 -4.57 2.71
C 4.05 -2.41 2.03
C 4.14 -1.02 1.98
C 5.16 -0.36 1.14
C -3.85 1.44 -0.04
C -4.11 1.96 -1.32
C -4.30 1.05 -2.49
C -4.10 3.35 -1.49
C -4.09 4.27 -0.41
C -4.25 5.79 -0.52
C -3.97 3.70 0.88
C -3.97 2.34 1.10
C -4.24 1.76 2.50
H 0.39 -7.39 -1.30
H 0.76 -7.06 0.46
H 1.69 -6.46 -0.89
H -1.22 -5.64 -2.54
H -3.94 -4.06 -2.42
H -2.67 -3.93 -3.56
H -3.12 -2.57 -2.51
H -2.67 -3.57 2.68
H -1.71 -2.31 2.28
H -0.89 -3.77 2.98
H 0.11 -5.35 1.50
H -4.40 -3.95 0.36
H -6.45 -2.47 0.62
H -6.04 0.12 0.23
H 4.28 1.18 4.31
H 4.57 3.74 4.20
H 3.22 4.97 2.77
H -1.50 3.95 2.67
H 0.04 4.34 3.56
H -0.14 2.83 2.64
H -1.57 5.64 0.96
H -0.35 7.19 -2.24
H -1.81 7.18 -1.16
H -1.45 5.90 -2.35
H 1.41 5.70 -2.07
H 3.44 3.15 -0.51
H 4.19 4.74 -0.40
H 3.37 4.36 -1.93
H 1.43 0.47 4.91
H 0.33 -0.86 4.48
H 0.54 0.46 3.36
H 1.50 -2.87 4.21
H 3.90 -5.07 2.35
H 2.22 -4.89 2.03
H 2.76 -5.12 3.63
H 4.72 -3.04 1.45
H 5.77 -1.06 0.61
H 5.86 0.17 1.79
H 4.68 0.38 0.48
H -5.11 0.31 -2.28
H -3.49 0.22 -2.54
H -4.43 1.52 -3.48
H -4.11 3.79 -2.52
H -3.41 6.32 -0.07
H -5.14 6.07 0.14
H -4.35 6.16 -1.50
H -4.28 4.23 1.80
H -3.55 2.18 3.21
H -4.33 0.68 2.59
H -5.23 2.27 2.74
O 1.13 -3.45 -2.51
H 1.81 -4.07 -2.26
H 0.26 -3.76 -2.20
I 1.35 -2.82 -8.21
C 1.55 -1.73 -6.46
C 1.57 -0.36 -6.33
N 1.71 -0.10 -5.00
N 1.75 -1.24 -4.24
C 1.64 -2.21 -5.12
H 1.53 0.41 -7.04
H 1.83 0.78 -4.56
H 1.74 -3.25 -4.80
```

Values from the calculation:
- Multiplicity: 1
- HOMO level: -10.43 eV
- LUMO energy: -2.3 eV
- Relative energy (zero: lowest compared OMol25 entry of this formula, charge and spin): 297.1 kJ/mol
- Frontier orbital gap: 8.2 eV
- Charge: +1
- Total energy: -9925.92617 a.u.



# 8
# C3H5FO

C3H5FO in the gas phase (ωB97M-V/def2-TZVPD, the Open Molecules 2025 dataset).

```
10
C3H5FO (ωB97M-V/def2-TZVPD)
C -0.83 -0.58 -0.43
C -0.53 0.68 0.28
C 0.53 -0.02 -0.38
O 1.66 -0.81 0.53
F 1.13 0.57 -1.50
H -1.09 -1.46 0.26
H -1.38 -0.57 -1.43
H -0.84 1.69 -0.12
H -0.58 0.85 1.44
H 1.93 -0.36 1.35
```

Values from the calculation:
- Multiplicity: 1
- SMILES string: OC1(F)CC1
- HOMO level: -10.93 eV
- LUMO energy: 0.9 eV
- Relative energy (zero: lowest compared OMol25 entry of this formula, charge and spin): 195.4 kJ/mol
- Frontier orbital gap: 11.9 eV
- Charge: 0
- Total energy: -292.32190 a.u.



# 9
# C12H19NO2

C12H19NO2 in the gas phase (ωB97M-V/def2-TZVPD, the Open Molecules 2025 dataset).

```
34
C12H19NO2 (ωB97M-V/def2-TZVPD)
C -1.20 3.05 1.82
C -1.32 2.59 -0.71
C -2.31 1.60 -1.49
C -1.78 0.30 -2.03
C 0.09 -0.55 -0.44
C 1.02 0.47 -0.90
C 2.32 0.34 -0.26
C 2.56 -0.74 0.65
C 4.05 -0.76 1.27
C 1.58 -1.70 0.99
C 0.38 -1.67 0.35
C -1.73 -2.85 0.26
H -2.29 3.29 2.02
H -0.96 2.53 2.70
H -0.68 3.99 1.62
H 0.14 2.06 0.73
H -1.90 3.52 -0.63
H -0.44 2.79 -1.28
H -2.77 2.17 -2.27
H -3.18 1.45 -0.70
H -1.05 0.28 -2.76
H -2.59 -0.33 -2.38
H 0.81 1.33 -1.56
H 3.10 1.11 -0.38
H 4.78 -1.35 0.64
H 4.37 0.28 1.18
H 4.09 -1.27 2.25
H 1.59 -2.30 1.82
H -1.92 -3.22 -0.68
H -2.11 -3.50 0.99
H -2.10 -1.87 0.34
N -0.93 2.13 0.69
O -1.20 -0.40 -0.88
O -0.35 -2.90 0.44
```

Values from the calculation:
- Multiplicity: 1
- SMILES string: CNCCCOc1ccc(C)cc1OC
- HOMO level: -7.72 eV
- LUMO energy: 0.9 eV
- Relative energy (zero: lowest compared OMol25 entry of this formula, charge and spin): 381.6 kJ/mol
- Frontier orbital gap: 8.6 eV
- Charge: 0
- Total energy: -673.73888 a.u.



# 10
# C9H9FO

C9H9FO in the gas phase (ωB97M-V/def2-TZVPD, the Open Molecules 2025 dataset).

```
20
C9H9FO (ωB97M-V/def2-TZVPD)
C -2.79 -0.66 -0.03
C -2.47 0.63 -0.37
C -1.79 -1.55 0.35
C -1.12 1.03 -0.46
C -0.44 -1.17 0.10
C -0.12 0.06 -0.32
C 2.07 -0.04 1.84
C 2.24 -0.27 0.59
C 1.30 0.37 -0.76
O 1.72 -0.25 -1.90
F 3.33 -0.90 0.04
H -3.79 -0.93 -0.03
H -3.15 1.43 -0.36
H -2.02 -2.52 0.72
H -0.80 1.97 -1.00
H 0.33 -1.85 0.46
H 2.66 -0.68 2.51
H 1.10 0.40 2.02
H 1.28 1.46 -0.86
H 1.82 -1.14 -1.72
```

Values from the calculation:
- Multiplicity: 1
- SMILES string: C=C(F)[C@@H](O)c1ccccc1
- HOMO level: -9.48 eV
- LUMO energy: 0.8 eV
- Relative energy (zero: lowest compared OMol25 entry of this formula, charge and spin): 143.7 kJ/mol
- Frontier orbital gap: 10.3 eV
- Charge: 0
- Total energy: -523.36009 a.u.



> What is the multiplicity in the seventh record?

1



> What is the total energy in the sixth record?

-1960.09077 a.u.